1.
Entry from OMol25: a molecular structure, C29H28AsBrCl3InNO5 at a distorted geometry (the ωB97M-V functional and the def2-TZVPD basis).

Last column: Löwdin charge in e.
Geometry (Å):
C  -1.262  1.709  -0.970  -0.18
O  1.201  -0.494  -1.450  -0.20
H  1.644  -4.476  4.415  0.09
C  -3.747  -2.189  0.431  -1.50
C  2.164  3.492  1.350  -0.10
H  0.743  -4.137  -1.011  0.04
H  3.258  1.057  -0.474  0.08
C  1.520  -3.549  3.869  -0.12
C  -2.209  -2.516  0.743  -0.81
C  1.175  -2.382  1.801  -0.04
H  4.494  2.349  3.492  0.09
H  0.160  -2.247  -4.913  0.04
Cl  -4.006  -0.540  -0.108  0.63
H  1.002  -0.947  -4.026  0.02
C  1.340  -3.566  2.492  -0.08
O  -1.834  -3.647  0.496  0.01
C  2.871  1.202  2.727  -0.05
H  -1.847  -4.363  -2.158  0.02
C  1.175  -1.145  2.456  -0.30
H  -0.204  0.913  -2.619  0.07
H  3.148  -0.521  0.308  0.07
H  3.871  4.420  2.278  0.08
H  1.607  -2.312  5.615  0.09
C  -3.363  4.813  -0.980  -0.05
C  -1.976  3.781  -2.723  -0.05
C  -3.860  4.831  0.290  -0.09
H  -1.004  -4.480  -3.722  0.03
C  -3.438  3.867  1.221  -0.14
H  0.544  2.369  0.573  0.06
C  0.075  -1.508  -4.116  -0.18
C  2.462  -0.494  -1.721  -0.69
N  0.976  0.017  1.708  -0.03
H  -3.652  5.572  -1.697  0.11
As  -0.313  -2.397  -2.445  1.06
H  4.430  -0.214  -0.902  0.08
C  -1.154  2.779  -3.147  -0.07
Cl  -4.584  -2.408  1.991  0.59
C  3.276  3.522  2.180  -0.13
In  -0.530  -0.063  0.144  0.76
H  3.206  0.309  3.234  0.10
H  1.886  4.367  0.773  0.10
O  2.915  -0.882  -2.802  -0.01
C  1.317  -1.145  3.849  -0.04
C  -2.475  3.797  -1.401  -0.17
C  1.137  -3.496  -1.800  -0.17
C  -2.571  2.882  0.840  -0.56
H  1.324  -4.510  1.962  0.10
H  -4.569  5.589  0.597  0.10
C  3.614  2.361  2.859  -0.11
Br  -1.985  1.666  2.194  0.89
C  -2.082  2.764  -0.491  -0.22
H  1.988  -2.924  -1.455  0.03
H  1.451  -4.098  -2.654  0.05
C  1.716  1.158  1.916  -0.32
C  3.398  -0.015  -0.624  0.01
H  -0.766  -0.842  -4.314  0.04
H  -2.385  -3.370  -3.528  0.03
C  1.400  2.348  1.231  -0.07
C  -0.825  1.728  -2.270  -0.11
C  1.495  -2.334  4.537  -0.10
H  1.259  -0.209  4.389  0.11
H  -3.787  3.904  2.243  0.09
Cl  -4.438  -3.290  -0.748  0.60
H  -0.759  2.777  -4.156  0.10
O  -1.240  -1.448  -1.449  -0.51
H  1.015  -2.383  0.730  0.08
O  -1.605  -1.578  1.367  -0.14
C  -1.518  -3.806  -3.034  -0.21
H  -2.269  4.582  -3.392  0.11

## Properties
HOMO level   -0.1621 Ha
Strongest force on any atom   1.051 eV Å⁻¹
Charge   -1
Orbital gap   6.9 eV
ΔE to the lowest compared entry with this formula, charge and spin   0.0 kcal per mole
LUMO level   2.514 eV


2.
Entry from OMol25: 10 unconnected molecules or ions with the total composition C34H93N7O13 at a distorted geometry (the ωB97M-V functional and the def2-TZVPD basis).

Last column: Löwdin charge in e.
Geometry (Å):
H  -10.802  -1.404  -13.127  0.10
C  -7.622  0.787  -18.151  -0.12
H  -8.584  2.029  -20.217  0.15
N  -6.736  -4.903  -22.941  0.24
H  -3.245  -1.780  -10.092  0.15
H  -7.026  -5.748  -20.304  0.14
H  -10.693  -2.468  -17.269  0.10
H  -3.311  -1.311  -16.556  0.05
N  -8.371  -0.995  -21.787  0.22
H  -6.700  2.461  -14.611  0.17
H  -8.343  -2.643  -15.819  0.13
C  -1.278  -3.593  -17.721  -0.18
H  -11.205  -0.799  -17.069  0.11
H  -7.366  -1.250  -21.869  0.09
H  -8.255  -3.623  -18.572  0.08
H  -7.594  -1.333  -12.471  0.16
H  -6.728  5.708  -12.675  0.10
C  -4.456  2.212  -16.329  -0.03
H  -5.374  -6.892  -10.512  0.11
C  -4.084  -2.759  -20.904  -0.03
C  -1.113  0.702  -19.187  -0.73
C  -7.921  -5.332  -20.788  -0.16
H  -2.968  0.610  -11.830  0.18
O  -0.201  -0.116  -18.833  -0.12
O  -1.106  1.282  -20.269  0.02
C  -8.553  0.536  -21.746  -0.27
H  -2.164  -2.757  -15.493  0.07
H  -1.193  -0.851  -8.947  0.15
C  -4.136  -5.666  -11.895  -0.28
O  -5.785  -1.969  -22.474  -0.16
H  -9.659  2.038  -22.745  0.11
H  -1.124  -6.717  -15.088  0.09
H  -2.846  -4.365  -15.752  0.09
H  -1.946  2.147  -8.310  0.10
C  -8.598  0.936  -20.279  -0.18
H  -4.943  -0.690  -16.966  0.06
C  -8.164  -6.944  -22.803  -0.02
O  -4.978  -2.889  -14.666  -0.07
H  -8.615  0.571  -17.738  0.07
H  -7.655  0.879  -22.259  0.17
H  -2.059  -4.198  -18.188  0.14
H  -4.106  1.189  -16.198  0.06
H  -3.056  1.531  -7.074  0.10
H  -2.457  0.045  -17.517  0.02
H  -5.717  2.587  -13.257  0.16
H  -3.986  4.898  -15.391  0.16
H  -1.163  -2.547  -10.795  0.11
H  -1.639  -2.564  -17.609  0.11
H  -4.402  -2.324  -19.950  0.05
H  -1.269  0.581  -10.079  0.15
H  -5.028  -4.545  -13.515  0.11
O  -5.211  -0.664  -14.465  -0.13
C  -1.703  -1.898  -11.491  -0.03
H  0.443  -1.559  -18.168  0.08
H  -7.568  1.881  -18.038  0.10
H  -1.621  -4.122  -14.502  0.08
C  -10.197  -2.278  -12.890  -0.04
C  -9.209  -2.573  -15.144  -0.20
H  -0.907  -1.368  -12.014  0.10
C  -4.661  2.867  -14.979  -0.30
H  -0.300  -3.258  -19.635  0.16
O  -0.914  -4.097  -16.445  -0.17
H  -10.897  -3.104  -13.034  0.11
H  1.819  -2.483  -18.350  0.18
N  -3.495  -0.139  -11.373  0.22
H  -7.845  -7.055  -23.843  0.10
C  -2.290  1.247  -7.788  -0.05
H  -9.749  -3.502  -15.373  0.15
N  -7.971  -1.298  -13.417  0.24
C  -1.825  -0.213  -9.566  -0.18
H  -7.235  -2.416  -19.478  0.08
H  -6.873  0.332  -17.506  0.07
O  -10.083  -1.522  -15.494  -0.18
H  -9.512  -1.275  -17.485  0.06
H  -4.233  -7.218  -13.448  0.14
C  -0.048  -3.534  -18.614  -0.29
H  -3.022  -2.978  -20.914  0.07
H  -2.226  -2.593  -12.149  0.07
C  -7.967  -5.541  -22.272  -0.30
O  -2.376  -6.368  -13.409  -0.19
H  -1.680  -8.131  -14.169  0.11
C  -4.550  -1.901  -22.071  -0.73
N  -5.790  2.226  -14.211  0.22
C  0.723  -4.836  -18.659  -0.04
H  -5.132  -5.267  -9.988  0.09
C  -4.880  4.371  -15.056  -0.17
H  -6.459  -4.091  -22.355  0.11
H  -3.784  -6.446  -9.974  0.11
H  -7.117  -1.383  -13.997  0.11
H  -8.685  -4.868  -22.749  0.15
H  -8.413  -0.393  -13.575  0.17
H  -3.761  2.684  -14.390  0.16
H  -6.603  -4.012  -19.022  0.09
C  -6.479  5.515  -13.720  -0.08
C  -4.645  -6.079  -10.533  -0.03
C  -2.596  -1.055  -10.581  -0.31
H  -4.123  0.354  -10.725  0.16
C  -10.392  -1.489  -16.867  -0.09
H  0.009  -5.627  -18.902  0.10
O  -2.850  0.383  -8.791  -0.21
C  -2.406  0.758  -18.348  -0.03
H  -1.415  0.809  -7.307  0.10
H  0.897  -2.654  -16.992  0.16
O  -7.964  -3.919  -20.604  -0.22
C  -7.495  -3.466  -19.347  -0.09
H  -10.090  -2.318  -11.801  0.10
H  -4.144  -0.570  -12.041  0.14
H  1.205  -5.108  -17.721  0.09
H  -8.747  -5.761  -20.213  0.15
H  -6.046  -5.716  -12.888  0.17
O  -7.491  0.498  -19.513  -0.17
C  -3.527  -6.786  -12.722  -0.18
H  -4.637  -3.712  -20.952  0.04
H  -5.758  1.190  -14.208  0.10
H  -3.669  2.705  -16.899  0.09
H  -3.128  0.303  -19.039  0.08
C  -9.785  0.987  -22.504  -0.02
H  -6.948  -4.612  -23.891  0.18
H  -3.263  -7.651  -12.103  0.15
H  -3.397  -4.866  -11.853  0.14
C  -1.949  -7.128  -14.511  -0.09
C  -8.905  -2.459  -13.657  -0.30
O  -5.188  4.899  -13.766  -0.19
H  -5.677  4.626  -15.761  0.14
H  -9.204  -7.255  -22.896  0.10
H  1.481  -4.887  -19.440  0.10
H  -6.018  -5.624  -22.865  0.17
H  -8.920  -1.504  -22.474  0.16
C  -4.829  -1.707  -15.088  -0.69
H  -4.526  -2.395  -17.144  0.08
H  -2.744  1.759  -18.091  0.04
O  -3.717  -1.200  -22.616  0.05
C  -1.924  -3.825  -15.504  -0.11
H  -2.722  -7.267  -15.280  0.10
H  -5.783  -4.415  -11.991  0.14
H  -8.546  -1.383  -20.859  0.12
H  -9.524  0.537  -19.841  0.13
H  -7.618  -7.652  -22.177  0.10
N  -5.324  -5.030  -12.658  0.22
H  -9.982  0.361  -23.374  0.09
N  0.863  -2.493  -17.998  0.22
H  -7.290  4.850  -14.037  0.08
H  -5.320  2.186  -16.996  0.09
H  -6.465  6.477  -14.228  0.11
H  -8.539  -3.417  -13.289  0.15
C  -4.381  -1.510  -16.526  -0.01
H  -10.683  0.807  -21.905  0.09

## Properties
HOMO level   -0.5011 Ha
Strongest force on any atom   2.414 eV Å⁻¹
Charge   +4
Orbital gap   3.8 eV
ΔE to the lowest compared entry with this formula, charge and spin   0.0 kcal per mole
LUMO level   -9.815 eV